The following is a DFT calculation (ωB97M-V/def2-TZVPD) of C25H25Br2N6PPdS as an isolated structure.

```
61
Properties=species:S:1:pos:R:3:forces:R:3:nbo_charge:R:1
Pd -0.69734 0.15495 -0.66537 0.474 -0.038 0.624 0.723
Br 3.16896 2.21771 -5.79882 -0.006 -0.010 0.011 0.179
Br -2.46791 6.45997 -2.49265 -0.004 -0.019 0.003 0.172
S -3.70262 -1.69897 2.00144 0.032 -0.003 -0.005 0.506
P 0.98503 -0.22918 1.05343 -0.454 0.038 -0.371 0.866
N -1.69129 -1.67491 -1.44231 0.090 -0.025 -0.207 -0.502
N -1.41764 2.14208 -1.19841 -0.142 0.043 0.000 -0.506
N 1.54560 -1.78504 3.30511 -0.026 -0.028 0.009 -0.390
N 2.21556 0.55419 3.39997 -0.004 0.001 0.005 -0.430
N 3.45766 -0.99941 2.02172 -0.005 -0.017 -0.004 -0.428
N 0.53842 0.69715 -2.31419 -0.034 -0.036 0.090 -0.485
C -3.02674 -4.01146 -2.05667 -0.005 0.005 0.011 -0.124
C -1.51667 -2.26244 -2.62686 -0.084 -0.089 0.089 0.068
C -2.66761 -1.42103 0.65523 -0.002 0.114 0.151 -0.348
C 1.46274 -0.09488 -2.86552 -0.038 0.090 -0.017 0.065
C 1.31800 1.04699 2.35172 0.001 -0.014 0.015 -0.540
C -1.00171 4.04193 -2.56981 0.035 0.000 -0.027 -0.253
C -3.21950 -3.40034 -0.83042 -0.015 -0.001 0.034 -0.225
C 2.27148 0.30619 -3.90809 0.006 -0.090 0.024 -0.263
C -1.96855 -0.24652 0.78465 0.124 0.052 -0.096 -0.125
C 2.94049 -2.10648 2.74482 0.030 0.033 -0.032 -0.053
C -2.80841 4.07111 -1.00131 -0.039 -0.075 0.066 -0.243
C -3.20212 -0.24337 2.74260 -0.117 -0.009 -0.014 -0.397
C 2.10709 1.59458 -4.39250 0.054 0.053 -0.078 -0.035
C 1.65816 -0.50858 4.15795 0.017 0.056 -0.012 -0.052
C -2.05996 4.71036 -1.97318 0.007 0.062 -0.036 -0.046
C -0.71165 2.74853 -2.16660 -0.125 0.118 0.041 0.247
C -2.44544 2.78492 -0.64428 0.065 0.075 -0.048 0.068
C -2.29288 0.44243 1.98637 0.093 -0.073 -0.042 -0.351
C 3.53010 0.18300 2.87971 -0.012 -0.008 0.007 -0.076
C 0.36488 1.94340 -2.79127 0.185 -0.104 -0.124 0.168
C -2.16559 -3.43188 -2.97832 0.042 0.043 -0.026 -0.249
C 1.14632 2.42029 -3.83463 -0.048 0.022 0.044 -0.235
C 0.53721 -1.61584 2.20496 0.009 0.017 -0.027 -0.554
C 2.74348 -0.74314 0.76776 0.003 0.022 -0.016 -0.534
C -2.54042 -2.22081 -0.55196 -0.062 -0.099 -0.047 0.187
H 1.53994 -1.09117 -2.44873 0.031 -0.012 -0.014 0.213
H -2.00289 -3.86778 -3.95338 -0.009 -0.012 0.009 0.245
H -3.55108 -4.92681 -2.29593 0.000 0.005 -0.004 0.244
H 0.37356 1.36460 2.79623 0.009 -0.009 0.003 0.246
H -0.42717 4.53981 -3.33542 -0.006 -0.012 -0.009 0.244
H 0.65514 -0.27085 4.50994 -0.009 -0.013 -0.005 0.231
H -0.84257 -1.76469 -3.31232 0.007 -0.017 -0.030 0.202
H 3.56934 -2.33322 3.60557 -0.008 -0.001 0.009 0.234
H 1.76276 1.92563 1.88164 0.008 -0.003 -0.006 0.252
H -3.65274 4.55328 -0.53054 0.009 0.005 0.000 0.258
H 3.26340 0.04228 0.21619 0.000 0.006 0.003 0.251
H -3.64086 0.05207 3.68349 0.015 -0.002 -0.004 0.261
H 4.19458 -0.03094 3.71762 0.000 -0.002 -0.001 0.226
H 0.47451 -2.55195 1.64813 0.002 -0.006 -0.002 0.254
H -2.99436 2.24361 0.11367 -0.033 0.000 0.005 0.224
H 3.00324 -0.36560 -4.33248 -0.001 0.000 0.008 0.259
H 2.83824 -2.98940 2.11533 -0.014 -0.005 0.002 0.228
H 2.30116 -0.76340 5.00020 0.002 -0.014 -0.001 0.233
H -0.43723 -1.41803 2.65401 -0.006 0.009 0.004 0.269
H -3.89683 -3.82158 -0.09917 0.000 -0.003 -0.011 0.238
H 1.25085 -2.55404 3.90953 -0.003 -0.002 0.002 0.439
H 3.94409 1.01587 2.31500 -0.006 0.000 -0.008 0.228
H 1.01634 3.41809 -4.22369 -0.011 -0.004 0.002 0.249
H -1.89497 1.40903 2.26559 -0.020 -0.004 0.052 0.229
H 2.76644 -1.64025 0.14526 0.001 -0.006 0.001 0.240
```
Positions in Å, forces in eV/Å.

E_tot = -198947.2882 eV
2S+1 = 1
net charge = +2
gap between HOMO and LUMO = 7.820 eV
LUMO energy = -5.5 eV



The following is a DFT calculation (ωB97M-V/def2-TZVPD) of C25H25BrCoN5O2P as an isolated structure.

```
60
Properties=species:S:1:pos:R:3:forces:R:3:nbo_charge:R:1
Br 2.99240 1.46658 3.43175 0.108 0.074 0.117 0.074
Co 0.26613 -0.02299 -0.29718 0.508 0.118 -0.636 1.065
P -1.34466 -0.14714 1.40707 -0.072 0.063 0.034 0.808
O 1.62052 0.65800 0.93444 0.121 -0.414 0.057 -0.706
O 1.35655 -1.42744 0.41595 0.300 -0.039 0.264 -0.695
N -3.47222 0.85642 2.83835 0.006 -0.016 -0.041 -0.428
N -0.18521 1.63798 -1.19164 -0.160 0.209 -0.027 -0.490
N -1.43704 0.46704 4.12241 -0.043 -0.018 0.003 -0.393
N -2.79728 -1.40764 3.37603 0.002 -0.009 -0.038 -0.427
N -0.17382 -0.83568 -2.05819 -0.374 0.109 0.080 -0.499
C 3.26284 -0.90860 1.77583 0.029 0.005 0.091 -0.182
C -0.79022 -0.15904 -4.30317 0.026 0.023 0.090 -0.069
C -3.92100 -0.49452 3.17561 -0.040 -0.005 0.023 -0.077
C -0.50926 1.46550 -2.49556 -0.013 -0.079 -0.025 0.226
C -0.50358 0.11697 -2.96759 -0.018 -0.038 -0.050 0.147
C -1.10439 2.21168 -4.73289 -0.012 0.019 -0.010 -0.168
C -0.12191 -2.09461 -2.45332 0.049 0.002 0.002 0.108
C -0.09782 2.87086 -0.72089 0.033 -0.018 -0.017 0.080
C -0.71911 3.81930 -2.83159 -0.004 -0.057 0.013 -0.081
C -2.65209 1.37918 3.86956 0.052 0.024 0.085 -0.051
C 5.05057 -2.50668 2.07704 0.032 0.033 0.049 -0.209
C -0.39840 -2.46923 -3.77468 0.011 -0.018 0.040 -0.237
C -0.36476 3.99045 -1.51488 -0.008 0.009 -0.013 -0.243
C 3.89025 -2.11263 1.44216 -0.010 0.041 -0.040 -0.145
C 3.80917 -0.12115 2.79234 0.077 -0.093 0.044 -0.046
C 5.59153 -1.70225 3.07183 -0.005 -0.041 -0.036 -0.138
C -0.73252 -1.50963 -4.69661 -0.016 0.012 -0.027 -0.092
C -2.84573 0.92027 1.51435 -0.103 0.032 0.037 -0.531
C -1.10517 0.93645 -5.17983 -0.005 -0.011 0.008 -0.149
C -1.96403 -0.94914 4.42622 0.037 0.051 0.066 -0.051
C -2.06601 -1.68286 2.13681 -0.036 -0.101 -0.027 -0.527
C -0.78996 2.51860 -3.36455 0.010 -0.012 0.026 -0.087
C 4.96928 -0.51896 3.43708 -0.085 0.082 -0.003 -0.240
C 2.05863 -0.54149 1.02603 -0.360 0.155 -0.049 0.751
C -0.50561 0.45710 2.94764 -0.036 -0.053 0.041 -0.543
H -1.33638 0.71906 -6.21385 0.000 -0.002 -0.019 0.243
H -3.57039 0.59591 0.76496 0.010 0.010 -0.004 0.254
H -4.50502 -0.44949 4.09578 -0.006 -0.008 -0.013 0.227
H -2.52274 -0.86576 5.35885 0.011 -0.016 -0.009 0.233
H 5.37732 0.09748 4.22507 0.019 -0.009 0.010 0.246
H 0.22133 2.97300 0.30913 -0.013 0.000 0.007 0.219
H 0.33724 -0.19222 3.19119 -0.010 0.034 -0.010 0.261
H -0.94537 -1.78152 -5.72264 0.000 -0.001 -0.006 0.247
H -3.19433 1.42053 4.81469 -0.002 0.012 -0.019 0.234
H -1.26761 -2.40342 2.32855 -0.003 0.017 -0.010 0.252
H -0.92829 4.67311 -3.46290 0.004 0.012 -0.009 0.246
H -1.33293 3.02899 -5.40356 -0.002 0.004 -0.019 0.244
H -0.33969 -3.51154 -4.05145 0.004 -0.011 0.004 0.254
H -1.09204 -1.58747 4.56519 -0.017 -0.002 0.002 0.230
H 0.15993 -2.82282 -1.70367 -0.003 -0.016 -0.009 0.228
H 5.53284 -3.43203 1.79730 0.017 -0.013 0.006 0.240
H -2.74458 -2.14421 1.41690 0.005 0.012 0.008 0.254
H -0.27720 4.97731 -1.08472 0.001 0.008 0.007 0.252
H -0.10397 1.46098 2.80941 -0.016 -0.025 -0.029 0.266
H -0.93404 0.81246 4.94220 0.016 -0.007 -0.009 0.441
H -2.26009 2.36492 3.62016 -0.018 -0.009 -0.001 0.226
H 3.45841 -2.72120 0.66024 -0.022 0.002 -0.010 0.237
H -4.55764 -0.87324 2.37828 0.003 0.002 0.007 0.229
H 6.50078 -1.99565 3.57832 0.013 -0.018 -0.008 0.241
H -2.58729 1.95551 1.27878 0.008 -0.015 0.004 0.242
```
Positions in Å, forces in eV/Å.

E_tot = -154823.1852 eV
2S+1 = 2
net charge = +2
gap between HOMO and LUMO (alpha / beta) = 8.153 / 7.995 eV
LUMO energy (alpha / beta) = -5.7 / -5.9 eV



The ΔE to the lowest compared entry with this formula, charge and spin results, record by record, are as follows: 0.0460; 0.2320 eV.